1.
The following is a quantum chemistry calculation of a cluster of 2 separate species, C3H9N2S in total at a distorted geometry, from the OMol25 dataset.

Each line ends with the Löwdin charge.
Atoms and positions in Å:
C 0.964 -1.034 -0.437  -0.178
C 1.702 0.211 0.021  -0.421
C -0.706 0.480 0.488  -0.705
N -1.956 0.557 1.020  0.091
N -0.486 -0.670 -0.455  0.043
S 0.714 0.771 1.440  0.994
H 1.286 -1.371 -1.423  0.143
H 1.120 -1.839 0.287  0.138
H 2.724 0.009 0.326  0.101
H 1.666 1.006 -0.732  0.061
H -0.369 1.944 -1.099  0.136
H -2.752 0.538 0.395  0.124
H -2.062 1.248 1.751  0.119
H -0.766 -0.380 -1.402  0.165
H -1.078 -1.470 -0.180  0.190

Results
LUMO (spin up / spin down) in hartree: -0.1603 / -0.1670
Total charge: +1
Highest occupied orbital energy (spin up / spin down) in eV: -13.23 / -12.06

2.
The following is a quantum chemistry calculation of a cluster of 2 separate species, H4N2O2Si in total at a distorted geometry, from the OMol25 dataset.

Each line ends with the Löwdin charge.
Atoms and positions in Å:
N -0.393 0.122 -1.120  -0.122
N -1.740 -0.262 1.389  -0.559
O -2.423 -0.941 0.644  -0.032
O -2.003 0.065 2.513  -0.015
Si -0.143 0.263 0.544  0.620
H 0.222 -0.493 -1.561  -0.005
H -1.287 -0.400 -1.341  0.070
H -0.099 1.834 0.769  -0.016
H 0.848 -1.147 2.330  0.059

Results
LUMO (spin up / spin down) in hartree: -0.0640 / -0.0535
Highest occupied orbital energy (spin up / spin down) in eV: -10.22 / -9.56

3.
The following is a quantum chemistry calculation of a structure of composition C17H35BIrNO4P2 at a distorted geometry, from the OMol25 dataset.

Each line ends with the Löwdin charge.
Atoms and positions in Å:
Ir -0.005 -0.086 -0.555  1.240
P -2.187 -0.130 -0.997  0.708
C -2.060 0.197 -2.791  -0.266
C -0.873 0.952 -3.244  -0.290
N 0.215 0.769 -2.477  -0.073
C 1.440 1.160 -2.844  -0.297
C 1.583 1.851 -4.049  0.017
C 0.488 2.063 -4.879  0.012
C -0.749 1.580 -4.479  0.027
C 2.608 0.763 -1.960  -0.218
P 2.166 -0.679 -0.900  0.758
H -1.643 1.616 -5.087  0.136
H 2.569 2.222 -4.328  0.136
H 0.563 2.630 -5.814  0.141
H 3.454 0.482 -2.604  0.116
H 2.905 1.629 -1.342  0.125
H -1.861 -0.850 -3.236  0.029
H -2.989 0.630 -3.203  0.126
H -1.063 -2.499 -3.073  -0.010
O -1.439 -2.069 -3.883  -0.030
H -2.309 -2.420 -4.028  0.079
H -0.365 -2.334 -1.118  -0.068
O -0.456 -2.973 -1.789  -0.033
H -0.801 -3.799 -1.510  0.090
C 2.472 -2.138 -1.926  -0.208
H 3.394 -1.964 -2.483  0.069
H 2.582 -3.021 -1.293  0.071
H 1.662 -2.319 -2.633  0.044
C 3.323 -0.742 0.472  -0.188
H 3.249 -1.716 0.965  0.073
H 4.337 -0.599 0.086  0.084
H 3.078 0.033 1.201  0.047
C -3.072 1.267 -0.350  -0.195
H -3.991 1.453 -0.904  0.084
H -3.290 1.001 0.682  0.059
H -2.435 2.150 -0.392  0.074
C -3.182 -1.611 -0.727  -0.187
H -3.430 -1.633 0.337  0.071
H -4.111 -1.603 -1.306  0.081
H -2.625 -2.524 -0.964  0.037
C 1.824 1.211 4.273  0.005
C 0.874 0.438 3.393  -0.490
C 1.082 -1.055 3.687  -0.003
O 1.177 0.717 2.023  0.015
B -0.028 0.434 1.346  -0.791
O -1.151 0.556 2.180  0.046
C -0.652 0.832 3.496  -0.479
C -1.479 0.076 4.519  0.005
C -0.813 2.328 3.776  -0.003
H 2.851 0.884 4.091  0.102
H 1.607 1.034 5.332  0.112
H 1.766 2.282 4.086  0.092
H 2.096 -1.348 3.380  0.091
H 1.010 -1.266 4.768  0.112
H 0.365 -1.709 3.157  0.099
H -1.089 0.260 5.529  0.111
H -2.514 0.438 4.492  0.104
H -1.474 -0.996 4.316  0.088
H -0.178 2.957 3.127  0.104
H -1.860 2.634 3.630  0.103
H -0.562 2.557 4.825  0.109

Results
LUMO (spin up / spin down) in hartree: -0.2067 / -0.3595
Total charge: +2
Multiplicity: 5
Highest occupied orbital energy (spin up / spin down) in eV: -12.72 / -15.19

4.
The following is a quantum chemistry calculation of a structure of composition C19H46BCl2NP2V at a distorted geometry, from the OMol25 dataset.

Each line ends with the Löwdin charge.
Atoms and positions in Å:
V 0.118 0.197 0.211  -0.128
Cl -1.471 1.724 -0.534  0.082
P 1.818 1.669 -0.522  0.967
C 1.501 3.456 -0.059  -0.530
C 3.601 1.321 -0.113  -0.530
C 1.720 1.734 -2.381  -0.532
C 0.735 3.622 1.255  -0.145
H 0.844 3.793 -0.879  0.096
C 2.755 4.339 -0.030  -0.131
H 3.387 4.111 0.838  0.077
H 2.427 5.384 0.067  0.077
H 3.363 4.274 -0.940  0.049
H -0.276 3.206 1.183  0.008
H 0.641 4.695 1.464  0.074
H 1.251 3.152 2.104  0.060
H 0.688 2.104 -2.524  0.083
C 1.832 0.361 -3.045  -0.137
C 2.708 2.750 -2.974  -0.122
H 2.427 3.779 -2.736  0.060
H 2.700 2.648 -4.067  0.075
H 3.737 2.569 -2.633  0.068
H 1.539 -0.463 -2.380  0.022
H 2.849 0.168 -3.414  0.064
H 1.153 0.333 -3.911  0.078
C 3.796 1.128 1.390  -0.118
H 4.139 2.228 -0.430  0.083
C 4.168 0.116 -0.870  -0.136
H 3.433 1.969 1.992  0.068
H 4.873 1.020 1.584  0.079
H 3.300 0.214 1.745  0.062
H 3.498 -0.749 -0.780  -0.008
H 5.128 -0.165 -0.409  0.077
H 4.359 0.323 -1.929  0.056
Cl 1.475 -1.734 0.189  0.079
H -0.217 -0.509 -1.037  -0.143
P -2.132 -1.289 0.512  0.992
C -3.320 -1.205 -0.908  -0.541
C -1.940 -3.092 0.858  -0.548
C -3.049 -0.506 1.929  -0.529
C -2.599 -1.161 -2.259  -0.152
H -3.811 -0.231 -0.740  0.093
C -4.381 -2.317 -0.898  -0.132
H -3.970 -3.267 -1.265  0.068
H -5.187 -2.014 -1.584  0.077
H -4.833 -2.484 0.083  0.041
H -2.100 -0.200 -2.407  0.023
H -3.332 -1.300 -3.067  0.072
H -1.839 -1.949 -2.343  0.062
H -3.189 0.517 1.543  0.077
C -2.242 -0.422 3.232  -0.129
C -4.424 -1.143 2.175  -0.132
H -5.114 -0.966 1.340  0.060
H -4.861 -0.681 3.068  0.070
H -4.342 -2.220 2.364  0.072
H -1.315 -1.010 3.224  0.037
H -2.850 -0.764 4.078  0.074
H -1.943 0.617 3.433  0.079
C -1.255 -3.792 -0.320  -0.137
H -2.974 -3.456 0.961  0.085
C -1.185 -3.342 2.162  -0.126
H -1.913 -3.924 -1.185  0.054
H -0.934 -4.791 0.008  0.075
H -0.354 -3.243 -0.624  0.003
H -0.191 -2.872 2.140  0.046
H -1.039 -4.427 2.272  0.075
H -1.743 -2.994 3.035  0.060
B 1.500 0.838 4.535  -0.443
C 0.948 0.581 3.149  -0.220
N 0.514 0.401 2.069  -0.026
H 1.647 2.050 4.634  0.012
H 2.554 0.236 4.626  0.014
H 0.669 0.415 5.325  0.009

Results
LUMO (spin up / spin down) in hartree: 0.1036 / 0.1035
Total charge: -1
Multiplicity: 3
Highest occupied orbital energy (spin up / spin down) in eV: -4.63 / -4.81

5.
The following is a quantum chemistry calculation of a cluster of 9 separate species, H18O9 in total at a distorted geometry, from the OMol25 dataset.

Each line ends with the Löwdin charge.
Atoms and positions in Å:
O -0.810 2.629 0.866  -0.030
H 0.074 2.441 1.237  0.099
H -0.898 3.547 1.018  0.067
O -0.311 0.094 -0.473  -0.045
H -0.419 0.977 -0.083  0.019
H 0.241 -0.398 0.155  0.016
O 2.230 1.064 -1.532  -0.028
H 1.993 0.142 -1.521  0.046
H 3.072 1.263 -1.129  0.060
O -0.381 -2.941 1.214  -0.007
H -0.220 -3.791 1.581  0.068
H -0.902 -2.449 1.822  0.070
O -0.640 -0.432 -3.063  -0.050
H -1.019 -1.294 -2.889  -0.005
H -0.468 -0.090 -2.225  -0.072
O 1.705 -1.365 1.185  -0.076
H 1.213 -2.194 0.963  0.028
H 1.531 -1.060 2.075  0.041
O 0.540 3.141 -1.691  -0.045
H 1.170 2.426 -1.691  -0.037
H 0.006 2.982 -0.938  -0.046
O -1.764 1.290 3.029  -0.032
H -1.580 1.917 3.707  0.020
H -1.610 1.749 2.235  -0.054
O -1.021 -2.968 -1.556  -0.018
H -1.046 -2.829 -0.635  -0.028
H -0.684 -3.851 -1.661  0.039

Results
LUMO in hartree: -0.0097
Highest occupied orbital energy in eV: -9.66

6.
The following is a quantum chemistry calculation of a structure of composition C21H21IrN2O3S4, from the OMol25 dataset.

Each line ends with the Löwdin charge.
Atoms and positions in Å:
Ir -0.567 -1.640 -0.362  0.733
C -0.583 -0.456 -3.553  -0.024
C 0.012 0.056 -2.282  -0.318
N 0.889 -0.721 -1.675  -0.131
N 1.879 -0.054 -0.948  -0.050
C 2.186 -0.598 0.164  -1.097
S 1.339 -1.924 0.911  0.538
S 3.534 0.135 1.059  0.864
C 2.539 0.823 2.441  -0.419
C 2.895 2.262 2.675  -0.303
C 2.367 3.249 1.844  -0.036
C 2.692 4.581 2.041  -0.083
C 3.556 4.947 3.067  -0.110
C 4.089 3.971 3.894  -0.102
C 3.758 2.636 3.698  -0.056
C -0.347 1.339 -1.718  -0.134
C -0.579 2.473 -2.501  -0.046
C -0.900 3.685 -1.934  -0.118
C -1.029 3.754 -0.539  -0.104
C -0.882 2.640 0.251  -0.032
C -0.581 1.371 -0.308  -0.363
O -0.575 0.329 0.458  -0.239
H 0.167 -0.352 -4.342  0.093
H -1.485 0.087 -3.827  0.087
H -0.819 -1.516 -3.459  0.054
H 2.689 0.223 3.337  0.075
H 1.497 0.727 2.135  0.063
H 1.701 2.960 1.038  0.105
H 2.270 5.337 1.390  0.100
H 3.810 5.988 3.219  0.092
H 4.762 4.247 4.697  0.094
H 4.172 1.873 4.347  0.108
H -0.455 2.392 -3.576  0.110
H -1.045 4.566 -2.545  0.085
H -1.271 4.703 -0.073  0.095
H -1.026 2.687 1.324  0.114
C -3.229 -5.117 1.082  -0.129
C -2.212 -4.235 0.415  -0.747
S -1.865 -2.753 1.186  0.675
C -1.587 -4.607 -0.754  -0.749
C -1.926 -5.867 -1.492  -0.119
S -0.441 -3.584 -1.458  0.719
H -3.528 -4.699 2.042  0.056
H -2.839 -6.123 1.249  0.074
H -4.121 -5.205 0.457  0.087
H -2.166 -6.690 -0.818  0.066
H -1.098 -6.173 -2.132  0.064
H -2.791 -5.680 -2.134  0.088
O -3.149 -2.625 -2.581  -0.048
C -3.218 -1.542 -2.017  -0.549
O -2.377 -0.976 -1.232  -0.258
H -4.115 -0.905 -2.161  0.126

Results
LUMO (spin up / spin down) in hartree: 0.0958 / 0.0547
Total charge: -1
Multiplicity: 2
Highest occupied orbital energy (spin up / spin down) in eV: -4.31 / -4.67

Number 1: total energy -17062.2173 eV. Number 2: total energy -15012.1627 eV. Number 3: total energy -49954.4046 eV. Number 4: total energy -91930.4660 eV. Number 5: total energy -18719.5207 eV. Number 6: total energy -77423.9342 eV.